1.
This record from the Open Molecules 2025 dataset describes C15H15ErN3P as an isolated structure. The level of theory is ωB97M-V/def2-TZVPD.

Calculated values
- Lowest unoccupied orbital energy (spin up / spin down): -1.2 / -1.6 eV
- Multiplicity: 4
- Max |F|: 2.65 eV/Å
- HOMO-LUMO gap (spin up / spin down): 4.5 / 4.0 eV

Each line ends with the Löwdin charge.
Cartesian coordinates (Å):
C  0.316  -2.066  0.479  -0.2403
C  -0.323  -3.180  1.079  -0.2057
C  -1.737  -3.038  0.924  -0.1770
C  -1.999  -1.833  0.199  -0.2026
C  -0.768  -1.206  -0.102  -0.2328
Er  1.879  1.291  0.668  0.9541
P  2.235  2.151  -1.798  0.5452
H  1.392  -1.874  0.397  -0.0022
H  0.182  -4.002  1.583  0.0668
H  -2.489  -3.732  1.293  0.0669
H  -0.615  -0.293  -0.685  0.0184
H  -2.982  -1.453  -0.078  0.0652
H  1.262  1.994  -2.858  -0.0940
H  3.351  1.509  -2.474  -0.1003
H  2.619  3.516  -2.082  -0.0934
N  -0.844  8.927  6.354  0.1526
C  -0.771  8.108  5.520  -0.1767
C  -0.684  7.092  4.503  -0.2373
C  0.272  6.073  4.617  -0.0097
C  0.342  5.066  3.653  0.0009
C  -0.566  5.071  2.589  -0.1696
C  -1.503  6.103  2.443  0.0041
C  -1.556  7.116  3.406  -0.0120
N  -0.555  3.997  1.668  -0.0222
C  -1.375  3.842  0.546  -0.0221
C  -1.096  2.651  -0.012  -0.0954
N  -0.077  2.060  0.730  -0.2123
C  0.231  2.914  1.749  -0.3127
H  0.957  6.066  5.464  0.1270
H  1.093  4.281  3.741  0.1022
H  -2.196  6.111  1.602  0.1042
H  -2.284  7.922  3.309  0.1257
H  -2.108  4.583  0.267  0.1148
H  -1.493  2.112  -0.846  0.1131
H  0.779  2.604  2.641  0.0573

2.
This record from the Open Molecules 2025 dataset describes C31H28HgN5O11 as an isolated structure. The level of theory is ωB97M-V/def2-TZVPD.

Calculated values
- Lowest unoccupied orbital energy: -9.0 eV
- Net charge: +1
- Max |F|: 4.56 eV/Å
- Energy relative to the best compared isomer or geometry (same formula, charge and spin): 89.5 kcal per mole
- HOMO-LUMO gap: 3.0 eV

Each line ends with the Löwdin charge.
Cartesian coordinates (Å):
Hg  5.508  1.936  -0.259  1.1931
C  2.108  0.798  0.617  -0.1916
O  3.381  1.098  0.228  -0.3405
H  2.065  0.125  1.473  0.0686
H  1.504  1.680  0.831  0.0939
H  1.631  0.068  -0.036  0.1145
C  0.880  -2.867  -2.339  -0.1060
C  0.162  -4.011  -2.445  -0.0615
C  -1.182  -3.878  -2.866  0.0247
C  -1.720  -2.604  -3.134  -0.1283
C  -0.926  -1.469  -3.113  -0.0076
C  0.344  -1.609  -2.585  -0.0692
N  -3.114  -2.613  -3.619  -0.3552
O  -3.906  -3.556  -3.473  0.0752
O  -3.471  -1.637  -4.165  0.1019
H  1.906  -3.017  -2.036  0.1087
H  0.606  -4.972  -2.230  0.1168
H  -1.875  -4.703  -2.796  0.1233
H  -1.231  -0.479  -3.417  0.0928
H  0.976  -0.743  -2.449  0.0864
C  -0.634  2.048  -3.901  -0.0558
C  0.017  2.583  -2.777  -0.0254
C  1.430  2.478  -2.568  0.0199
C  2.115  1.789  -3.575  -0.1611
C  1.453  1.177  -4.663  0.0175
C  0.093  1.353  -4.841  -0.0583
N  3.556  1.663  -3.506  -0.3103
O  4.089  0.951  -4.389  0.0914
O  4.242  2.193  -2.653  -0.0676
H  -1.679  2.297  -4.010  0.1206
H  -0.555  3.138  -2.048  0.0969
H  1.970  2.953  -1.763  0.1091
H  2.047  0.508  -5.268  0.1250
H  -0.484  0.905  -5.637  0.1277
C  -2.106  1.645  0.268  -0.0987
C  -2.547  2.934  0.181  -0.0822
C  -3.558  3.259  -0.711  -0.0058
C  -4.120  2.338  -1.566  -0.1481
C  -3.627  1.027  -1.470  0.0249
C  -2.646  0.643  -0.517  -0.0457
N  -5.242  2.516  -2.457  -0.3456
O  -5.742  3.623  -2.433  0.1045
O  -5.563  1.551  -3.142  0.0903
H  -1.222  1.412  0.843  0.0933
H  -2.059  3.741  0.708  0.1115
H  -3.866  4.292  -0.779  0.1224
H  -4.047  0.249  -2.091  0.1086
H  -2.207  -0.332  -0.670  0.0876
C  0.117  -1.821  2.417  -0.0857
C  -0.948  -1.130  2.978  -0.0693
C  -2.193  -1.378  2.497  -0.0201
C  -2.380  -2.199  1.406  -0.1233
C  -1.285  -2.753  0.766  -0.0257
C  -0.019  -2.582  1.250  -0.0614
N  -3.794  -2.374  0.848  -0.3284
O  -4.710  -2.078  1.582  0.0950
O  -3.955  -2.830  -0.276  0.0707
H  1.101  -1.657  2.830  0.0805
H  -0.725  -0.425  3.765  0.1068
H  -3.064  -0.833  2.830  0.1276
H  -1.445  -3.351  -0.118  0.1054
H  0.868  -3.016  0.812  0.1058
C  5.010  1.546  5.189  -0.0452
C  4.974  0.981  6.452  -0.0629
C  3.927  0.154  6.807  0.0018
C  2.914  -0.098  5.894  -0.1065
C  2.954  0.475  4.594  -0.0230
C  3.931  1.342  4.271  -0.0826
N  1.861  -1.074  6.246  -0.3106
O  1.797  -1.524  7.398  0.0866
O  1.029  -1.400  5.396  0.0489
H  5.794  2.271  5.030  0.1029
H  5.596  1.258  7.291  0.1174
H  3.859  -0.197  7.826  0.1266
H  2.214  0.215  3.851  0.0891
H  3.818  1.992  3.416  0.0929

3.
This record from the Open Molecules 2025 dataset describes one molecule with the formula C5H3N. The level of theory is ωB97M-V/def2-TZVPD.

Calculated values
- Lowest unoccupied orbital energy: 0.0 eV
- Max |F|: 3.27 eV/Å
- Energy relative to the best compared isomer or geometry (same formula, charge and spin): 60.9 kcal per mole
- HOMO-LUMO gap: 9.4 eV

Each line ends with the Löwdin charge.
Cartesian coordinates (Å):
C  0.265  0.372  -0.605  -0.0389
C  -0.167  1.421  -1.000  -0.1292
C  -2.369  2.014  -0.963  0.0881
C  0.469  -1.169  1.207  0.0302
C  0.983  -0.697  0.036  -0.1743
N  -1.245  2.107  -1.217  -0.0399
H  0.951  -2.091  1.658  0.0772
H  -0.414  -0.788  1.708  0.0674
H  1.526  -1.168  -0.823  0.1195

4.
This record from the Open Molecules 2025 dataset describes one molecule with the formula C5H7N. The level of theory is ωB97M-V/def2-TZVPD.

Calculated values
- Lowest unoccupied orbital energy: 1.0 eV
- Max |F|: 0.57 eV/Å
- Energy relative to the best compared isomer or geometry (same formula, charge and spin): 72.6 kcal per mole
- HOMO-LUMO gap: 9.0 eV

Each line ends with the Löwdin charge.
Cartesian coordinates (Å):
N  0.750  -0.834  1.251  -0.0703
C  1.556  -0.508  0.385  -0.0397
C  1.084  0.352  -0.769  -0.2196
C  -0.303  0.920  -0.631  -0.2098
C  -0.043  -1.258  2.148  -0.0171
C  -1.311  0.665  -1.459  -0.0022
H  1.155  -0.279  -1.664  0.1069
H  1.826  1.146  -0.909  0.1021
H  -0.473  1.560  0.236  0.1013
H  -0.182  -0.687  3.059  0.0684
H  -0.576  -2.189  1.987  0.0703
H  -1.185  0.020  -2.327  0.0578
H  -2.298  1.093  -1.307  0.0519

5.
This record from the Open Molecules 2025 dataset describes an isolated ion of composition C3HO4 and charge -1. The level of theory is ωB97M-V/def2-TZVPD.

Calculated values
- Lowest unoccupied orbital energy (spin up / spin down): 4.0 / 2.8 eV
- Net charge: -1
- Multiplicity: 3
- Max |F|: 4.47 eV/Å
- Energy relative to the best compared isomer or geometry (same formula, charge and spin): 2.2 kcal per mole
- HOMO-LUMO gap (spin up / spin down): 5.6 / 8.1 eV

Each line ends with the Löwdin charge.
Cartesian coordinates (Å):
C  -0.139  -0.285  -0.025  -0.1911
C  0.285  -1.492  0.123  -0.2487
C  -2.770  -0.325  0.020  -0.7761
O  0.736  -2.600  0.077  0.0299
O  -3.580  0.525  0.060  0.0554
O  -1.357  0.304  0.181  -0.0109
O  -2.746  -1.515  -0.155  0.0334
H  0.786  0.320  0.159  0.1080

6.
This record from the Open Molecules 2025 dataset describes a 2-piece molecular cluster, C4H5BrClN overall. The level of theory is ωB97M-V/def2-TZVPD.

Calculated values
- Lowest unoccupied orbital energy (spin up / spin down): 0.1 / -3.9 eV
- Multiplicity: 3
- Max |F|: 4.62 eV/Å
- Energy relative to the best compared isomer or geometry (same formula, charge and spin): 36.5 kcal per mole
- HOMO-LUMO gap (spin up / spin down): 7.8 / 7.1 eV

Each line ends with the Löwdin charge.
Cartesian coordinates (Å):
C  -0.948  0.854  -1.029  -0.4000
C  1.287  -0.204  -0.077  -0.1676
C  -1.007  0.459  0.304  -0.8187
C  -0.024  -0.614  0.426  -0.8228
N  -0.942  1.195  -2.119  0.2258
Cl  -0.783  -2.088  -0.372  0.5868
Br  -2.790  0.179  0.923  0.7960
H  1.767  0.554  0.574  0.0795
H  2.192  -0.968  -0.003  0.1286
H  1.225  -0.011  -1.195  0.0986
H  -0.065  1.695  1.090  0.1703
H  0.086  -1.051  1.478  0.1233